{"formula": "C6H8Br2N2", "method": "the ωB97M-V functional and the def2-TZVPD basis", "elements": ["C", "C", "C", "C", "C", "C", "N", "N", "Br", "Br", "H", "H", "H", "H", "H", "H", "H", "H"], "xyz": [[-1.26210, 1.55711, -1.45525], [0.06137, 1.44081, -1.24537], [-2.37713, 0.78954, -0.93459], [0.68227, 0.62655, -0.21730], [-2.87896, 0.72492, 0.26828], [0.39488, -0.61094, 0.10863], [0.87707, -2.57094, 1.48249], [0.61993, -1.17729, 1.32938], [-0.27323, -1.85610, -1.24249], [-4.45769, -0.31470, 0.52868], [-1.69382, 2.26631, -2.23266], [0.80288, 1.82816, -2.01807], [-2.89603, 0.27543, -1.80700], [1.29988, 1.24334, 0.42737], [-2.83290, 1.35368, 1.07979], [1.86654, -2.63829, 1.62470], [0.36800, -2.96065, 2.24297], [1.22959, -0.75905, 2.04011]], "atomic_forces_ev_per_a": [[0.3, 1.6, -1.2], [0.2, -0.1, -2.2], [-0.2, -0.6, -1.5], [-0.1, 1.4, 0.1], [-1.9, -1.1, -1.1], [0.2, -1.7, -0.7], [0.3, 0.5, -1.6], [0.4, -1.4, 2.2], [0.0, 0.7, 0.9], [-0.1, -0.3, 0.1], [1.2, -0.9, 0.6], [-1.2, 0.3, 1.2], [0.6, 0.2, 1.4], [0.1, -0.3, 0.5], [1.2, 1.2, 1.7], [0.4, -0.7, 0.1], [-0.4, 0.0, 0.6], [-0.8, 1.2, -1.0]], "nbo_charge": [-0.215, -0.179, -0.233, -0.403, -0.244, 0.187, -0.649, -0.485, 0.042, -0.006, 0.214, 0.218, 0.233, 0.219, 0.216, 0.341, 0.360, 0.381], "smiles": "NN/C(Br)=C/C=C\\C=C\\Br", "charge": 0, "multiplicity": 1, "de_lowest_kcal_mol": 24.5, "e_tot_ev": -149413.02228, "e_homo_ev": -8.11, "e_lumo_ha": 0.021}